C15H13AlF3NO5 | wB97M-V/def2-TZVPD

```
38
C15H13AlF3NO5 wB97M-V/def2-TZVPD
H -1.85 -4.44 -3.57
C -1.35 3.20 2.59
O 1.79 1.37 1.40
C 2.15 1.93 2.53
C -1.04 -2.95 -2.25
H 1.78 -3.31 -0.41
H 0.56 2.11 3.94
F 1.09 -6.66 -3.97
C 0.01 -1.35 -0.72
C -0.04 -6.46 -3.27
H -0.07 2.58 -1.43
O 0.42 2.80 -0.62
C 1.02 2.74 3.18
O -3.45 2.97 1.45
H -1.08 4.19 -0.20
C -2.29 2.63 1.52
H 0.48 4.87 -0.72
C 0.99 -3.56 -1.10
C -0.06 -5.11 -2.61
H -1.50 2.61 3.49
O 3.24 1.86 3.04
C -1.06 -4.19 -2.88
F -0.11 -7.45 -2.36
H 1.59 4.17 1.30
C 0.00 4.10 -0.12
C 0.05 -0.27 -0.16
H -1.82 -2.23 -2.45
C 0.50 4.18 1.31
Al 0.10 1.41 0.75
C 0.97 -4.80 -1.72
N 0.03 3.05 2.14
F -1.07 -6.63 -4.12
H 1.75 -5.52 -1.52
H 0.17 5.13 1.74
O -1.69 1.78 0.72
H 1.42 3.63 3.67
C -0.02 -2.63 -1.36
H -1.62 4.24 2.81
```

Properties
Orbital gap in eV: 8.935
DFT total energy in eV: -42246.9995
Relative energy (zero: lowest compared OMol25 entry of this formula, charge and spin) in kJ/mol: 11.96
M in g/mol: 371.2

Charges per atom according to Löwdin partitioning, unit e: atom 1 (H): 0.1193, atom 2 (C): -0.0437, atom 3 (O): 0.0271, atom 4 (C): -0.5594, atom 5 (C): -0.0121, atom 6 (H): 0.1223, atom 7 (H): 0.1416, atom 8 (F): 0.1381, atom 9 (C): -0.0642, atom 10 (C): -0.5854, atom 11 (H): 0.1534, atom 12 (O): 0.0120, atom 13 (C): -0.0512, atom 14 (O): 0.1029, atom 15 (H): 0.1363, atom 16 (C): -0.5655, atom 17 (H): 0.1401, atom 18 (C): -0.0092, atom 19 (C): -0.1250, atom 20 (H): 0.1420, atom 21 (O): 0.1077, atom 22 (C): -0.0037, atom 23 (F): 0.1389, atom 24 (H): 0.1460, atom 25 (C): -0.1103, atom 26 (C): 0.0546, atom 27 (H): 0.1199, atom 28 (C): -0.1018, atom 29 (Al): 0.1412, atom 30 (C): -0.0063, atom 31 (N): -0.1691, atom 32 (F): 0.1352, atom 33 (H): 0.1262, atom 34 (H): 0.1457, atom 35 (O): 0.0122, atom 36 (H): 0.1422, atom 37 (C): -0.2382, atom 38 (H): 0.1400

***

C32H68NO8S4 | wB97M-V/def2-TZVPD

```
113
C32H68NO8S4 wB97M-V/def2-TZVPD
C -5.71 -1.37 3.10
O 6.51 2.29 -1.31
H -2.25 3.80 -3.58
H -2.94 2.73 -4.86
H 1.09 -2.72 1.94
H -2.76 3.07 -1.17
H 0.29 1.50 2.77
H -1.73 -1.39 1.68
S 5.77 1.51 -2.28
C 2.96 -7.10 2.65
H -6.41 -0.62 2.74
H 1.67 7.93 -3.02
H 2.82 -5.80 5.09
S -0.99 6.05 -1.45
H 4.67 -4.27 3.24
C 4.42 -0.71 -2.01
C 0.84 7.93 -0.99
H 0.02 -3.26 -0.09
O -0.79 4.77 -0.82
C 6.69 0.02 -2.66
H -0.23 2.77 -4.41
O 4.08 -5.42 0.97
C -2.72 2.81 -3.78
H 4.56 -5.57 5.24
C -0.40 0.98 0.79
C -4.06 2.78 -2.98
H 6.24 -1.32 -1.03
H -1.07 0.24 0.29
C 3.96 -7.10 3.80
O -4.44 -1.51 6.46
C -3.80 3.27 -1.50
H 0.98 2.42 -0.14
C -0.59 -2.33 -0.01
H 1.75 1.92 -3.12
H 1.80 0.90 0.25
H -7.07 -3.06 3.40
C 4.41 0.71 -1.46
C 5.89 -1.13 -2.05
H -1.01 1.91 0.84
H -0.31 0.24 -1.65
C -5.29 -3.21 4.65
H 3.81 -7.95 4.46
H 3.48 1.24 -1.66
C 0.84 1.31 -0.11
H -3.28 -2.57 -3.41
H -2.16 0.71 -3.74
H -4.96 0.13 4.49
H 1.78 -0.58 1.68
C 0.65 0.79 -1.62
O 1.71 -4.97 1.73
H -0.15 6.10 -3.69
H -0.03 8.42 -2.91
H -4.53 1.76 -2.97
H 1.43 -0.47 3.41
H -1.83 1.58 -2.21
H -2.06 -3.65 -1.03
H -1.03 0.32 2.76
C 0.74 1.96 -2.65
O 5.29 2.08 -3.51
C -0.06 0.58 2.26
C -1.77 1.67 -3.31
H 1.44 0.03 -1.87
H 6.04 -2.05 -2.62
O -2.77 -2.45 4.81
C 3.68 -4.67 3.46
H -5.27 -1.87 2.23
H 3.82 -1.39 -1.40
H -1.96 -3.61 -3.53
H -7.01 -1.91 4.74
H -3.93 4.37 -1.48
C -0.29 1.83 -3.83
C 0.72 7.73 -2.51
H -2.05 -0.88 -2.28
H -0.22 6.92 0.63
H 0.66 2.95 -2.17
H 3.01 -3.87 3.76
H 1.08 5.59 -2.49
C 0.31 -2.03 2.39
H 4.62 0.71 -0.39
C -0.96 -2.17 1.51
C -0.43 7.35 -0.35
H 1.72 7.40 -0.62
N -2.25 -2.63 -3.45
H 1.94 -7.26 3.02
S 3.05 -5.45 1.98
C 0.27 6.29 -2.70
H 6.76 -0.06 -3.74
H 0.07 -2.43 3.40
H -1.44 -3.14 1.78
C -6.41 -2.42 3.98
S -4.10 -1.98 5.14
C -1.61 -1.90 -2.31
H -5.63 -3.77 5.52
H -4.83 3.47 -3.40
H 4.01 -0.72 -3.03
H -4.81 -3.88 3.93
H 4.98 -7.15 3.40
H -4.47 2.76 -0.77
H -1.22 8.09 -0.28
H 3.19 -7.83 1.87
C -1.88 -2.55 -0.90
H 0.96 8.99 -0.73
C 3.76 -5.77 4.53
O -2.26 6.44 -2.01
H -1.99 -2.16 -4.32
H -0.07 0.99 -4.51
H -0.51 -1.79 -2.46
H 0.00 -1.47 -0.40
C -4.60 -0.74 3.94
H -2.74 -2.04 -0.44
H -3.74 -0.46 3.34
H 7.69 0.10 -2.23
C 0.95 -0.59 2.41
```

Properties
Net charge: +1
Orbital gap in eV: 8.588
DFT total energy in eV: -95489.9776
M in g/mol: 723.2

Löwdin atomic charge list, values in e, 99 entries: atom 1 (C): -0.2182, atom 2 (O): -0.3184, atom 3 (H): 0.1059, atom 4 (H): 0.1130, atom 5 (H): 0.0863, atom 6 (H): 0.0393, atom 7 (H): 0.1151, atom 8 (H): 0.0890, atom 9 (S): 0.6664, atom 10 (C): -0.2313, atom 11 (H): 0.1152, atom 12 (H): 0.1197, atom 13 (H): 0.1201, atom 14 (S): 0.6595, atom 15 (H): 0.1076, atom 16 (C): -0.2303, atom 17 (C): -0.2098, atom 18 (H): 0.1189, atom 19 (O): -0.3447, atom 20 (C): -0.2190, atom 21 (H): 0.1087, atom 22 (O): -0.3211, atom 23 (C): -0.2112, atom 24 (H): 0.1178, atom 25 (C): -0.1962, atom 26 (C): -0.2409, atom 27 (H): 0.1199, atom 28 (H): 0.0813, atom 29 (C): -0.2180, atom 30 (O): -0.3082, atom 31 (C): -0.1095, atom 32 (H): 0.1044, atom 33 (C): -0.1848, atom 34 (H): 0.1071, atom 35 (H): 0.0834, atom 36 (H): 0.1161, atom 37 (C): -0.2396, atom 38 (C): -0.2119, atom 39 (H): 0.1124, atom 40 (H): 0.0425, atom 41 (C): -0.2321, atom 42 (H): 0.1188, atom 43 (H): 0.0760, atom 44 (C): -0.1564, atom 45 (H): 0.1780, atom 46 (H): 0.0846, atom 47 (H): 0.1085, atom 48 (H): 0.0905, atom 49 (C): -0.1920, atom 50 (O): -0.3475, atom 51 (H): 0.1085, atom 52 (H): 0.1227, atom 53 (H): 0.0950, atom 54 (H): 0.1107, atom 55 (H): 0.0897, atom 56 (H): 0.1184, atom 57 (H): 0.1028, atom 58 (C): -0.1871, atom 59 (O): -0.3217, atom 60 (C): -0.1875, atom 61 (C): -0.2215, atom 62 (H): 0.0951, atom 63 (H): 0.1162, atom 64 (O): -0.3356, atom 65 (C): -0.2182, atom 66 (H): 0.1085, atom 67 (H): 0.1112, atom 68 (H): 0.1743, atom 69 (H): 0.1228, atom 70 (H): 0.0658, atom 71 (C): -0.1764, atom 72 (C): -0.2156, atom 73 (H): 0.1076, atom 74 (H): 0.1048, atom 75 (H): 0.0904, atom 76 (H): 0.0988, atom 77 (H): 0.1053, atom 78 (C): -0.1840, atom 79 (H): 0.1116, atom 80 (C): -0.2033, atom 81 (C): -0.2165, atom 82 (H): 0.1195, atom 83 (N): 0.1908, atom 84 (H): 0.1092, atom 85 (S): 0.6661, atom 86 (C): -0.2341, atom 87 (H): 0.1064, atom 88 (H): 0.1108, atom 89 (H): 0.1201, atom 90 (C): -0.2202, atom 91 (S): 0.6620, atom 92 (C): -0.1663, atom 93 (H): 0.1108, atom 94 (H): 0.1047, atom 95 (H): 0.1181, atom 96 (H): 0.1058, atom 97 (H): 0.1219, atom 98 (H): 0.0694, atom 99 (H): 0.1083

***

C2H2Cl2FO2S | wB97M-V/def2-TZVPD

```
10
C2H2Cl2FO2S wB97M-V/def2-TZVPD
S -1.84 0.95 -0.26
Cl 1.81 0.87 -0.98
H -0.71 -1.26 0.51
H -0.33 -1.02 -1.25
O -0.92 2.09 -0.57
F 1.34 0.09 1.45
C -0.53 -0.56 -0.37
O -2.23 0.98 1.17
Cl 2.21 -1.84 0.14
C 1.20 -0.30 0.17
```

Properties
Net charge: -1
Orbital gap in eV: 7.059
DFT total energy in eV: -44798.7160
Relative energy (zero: lowest compared OMol25 entry of this formula, charge and spin) in kJ/mol: 0.00
M in g/mol: 180.0

Charges per atom according to Löwdin partitioning, unit e: atom 1 (S): 0.6059, atom 2 (Cl): 0.6113, atom 3 (H): 0.0573, atom 4 (H): -0.0230, atom 5 (O): -0.6263, atom 6 (F): -0.0798, atom 7 (C): -0.2503, atom 8 (O): -0.5770, atom 9 (Cl): 0.4874, atom 10 (C): -1.2055

***

C4H5NO | wB97M-V/def2-TZVPD

```
11
C4H5NO wB97M-V/def2-TZVPD
N 0.75 2.63 -0.66
C -1.39 -0.31 0.04
H -1.86 -0.21 -0.94
C 0.36 1.62 -0.25
H 0.92 -1.70 0.60
H -1.37 -1.38 0.30
H -2.01 0.19 0.79
C 0.04 0.20 -0.05
H 2.05 -0.26 0.82
O 0.90 -0.43 -1.01
C 1.16 -0.67 0.36
```

Properties
Orbital gap in eV: 11.776
DFT total energy in eV: -7764.6301
Relative energy (zero: lowest compared OMol25 entry of this formula, charge and spin) in kJ/mol: 182.97
Structure (SMILES): C[C@@]1(C#N)CO1
M in g/mol: 83.1

Charges per atom according to Löwdin partitioning, unit e: atom 1 (N): 0.1693, atom 2 (C): 0.0001, atom 3 (H): 0.0906, atom 4 (C): -0.1269, atom 5 (H): 0.1193, atom 6 (H): 0.0867, atom 7 (H): 0.0916, atom 8 (C): -0.4599, atom 9 (H): 0.1248, atom 10 (O): -0.0109, atom 11 (C): -0.0847

***

C4H12O | wB97M-V/def2-TZVPD

```
17
C4H12O wB97M-V/def2-TZVPD
O 0.79 1.67 -1.56
H -0.56 -2.41 1.16
H -0.12 -1.24 2.55
H 1.66 -2.95 1.38
H 1.32 1.41 -0.78
C 0.07 -1.52 1.50
H -0.78 2.97 -1.68
H -0.48 2.37 0.02
H 1.66 -1.71 0.11
H -0.20 -0.68 0.84
H 2.24 -1.33 1.75
C -1.44 0.99 -1.28
C 1.55 -1.88 1.16
H -1.36 0.11 -0.65
H -1.41 0.73 -2.36
H -2.48 1.33 -1.11
C -0.47 2.14 -1.04
```

Properties
Orbital gap in eV: 11.135
DFT total energy in eV: -6389.2804
Relative energy (zero: lowest compared OMol25 entry of this formula, charge and spin) in kJ/mol: 81.10
Structure (SMILES): CCO.CC
M in g/mol: 76.1

Charges per atom according to Löwdin partitioning, unit e: atom 1 (O): -0.0950, atom 2 (H): 0.0877, atom 3 (H): 0.0652, atom 4 (H): 0.0632, atom 5 (H): 0.0781, atom 6 (C): -0.1621, atom 7 (H): 0.1077, atom 8 (H): 0.1054, atom 9 (H): 0.0519, atom 10 (H): 0.0169, atom 11 (H): 0.0433, atom 12 (C): -0.1029, atom 13 (C): -0.1596, atom 14 (H): 0.0356, atom 15 (H): 0.0859, atom 16 (H): 0.0748, atom 17 (C): -0.2961

***

C2H6ClN3P2 | wB97M-V/def2-TZVPD

```
14
C2H6ClN3P2 wB97M-V/def2-TZVPD
N 0.26 0.70 2.87
H 2.19 -1.76 -3.40
H 0.93 -0.39 -3.52
H -2.69 0.28 1.12
C -1.81 0.74 0.70
Cl -0.93 -1.77 1.97
C 1.69 -0.93 -2.89
P -0.35 -0.01 1.53
H -1.79 1.76 0.93
N 1.90 -0.54 -1.74
P 1.77 0.33 -0.38
N 0.57 -0.47 0.22
H -1.63 0.44 -0.28
H -0.08 1.62 2.85
```

Properties
Orbital gap (alpha / beta) in eV: 6.415 / 5.774
DFT total energy in eV: -37737.7528
Multiplicity: 3
<S²>: 2.021
M in g/mol: 169.5

Charges per atom according to Löwdin partitioning, unit e: atom 1 (N): -0.1661, atom 2 (H): 0.0684, atom 3 (H): 0.0739, atom 4 (H): 0.0339, atom 5 (C): -0.2000, atom 6 (Cl): 0.4460, atom 7 (C): -0.1092, atom 8 (P): 0.0551, atom 9 (H): 0.0286, atom 10 (N): -0.3228, atom 11 (P): 0.6237, atom 12 (N): -0.4839, atom 13 (H): 0.0099, atom 14 (H): -0.0574